[1]
Below is a cluster of 3 separate species, C23H45N7O3 in total in a non-equilibrium geometry, with properties calculated with wB97M-V/def2-TZVPD.

LUMO energy: 0.407 eV
E: -1512.37310 a.u.
Largest force on an atom: 1.69 eV/Å

ORCA input file:
```
! RIJCOSX wB97M-V def2-TZVPD def2/J DEFGRID3
* xyz 0 1
H -1.1868 -1.1276 2.0486
H -7.2565 -4.6980 -4.4608
N 0.4778 1.7574 2.4354
H -5.9829 -2.0307 -5.9662
H 1.1485 -2.8811 0.5028
H -8.2906 -4.4107 -5.8746
C 3.2970 -1.5459 1.1846
C -4.5641 2.1791 -1.1530
C -0.4038 -0.5224 1.5862
C 2.1680 -0.6097 1.1966
N -4.3337 1.4789 -2.2718
O 0.6888 -4.4527 3.1550
H 1.1414 1.8987 1.6890
H -2.1708 1.3069 0.6855
O -6.9194 -0.5209 -4.9742
C 1.1514 -1.1504 3.3915
H 1.3972 -0.9569 -0.7705
C 7.3263 -0.2132 1.9287
H 4.0098 3.3184 -0.2222
H 2.4662 -3.7320 2.5658
H -6.0036 2.2641 -3.2575
N -1.6203 0.8735 3.1482
C 1.8637 -0.1298 -0.2250
H 2.4985 2.5523 0.1357
H 3.1942 2.1641 2.4620
H 5.1006 1.3041 4.0655
C -6.7944 -1.6883 -5.3027
O -3.8667 2.1250 -0.1518
H 2.5038 0.2545 1.7754
H 3.5674 -0.5676 -1.4635
H -0.5759 -0.5929 0.5149
H 1.1218 0.6693 -0.2071
H 7.1448 0.1648 4.0305
H 7.0674 -1.2555 2.1143
H 5.9862 2.4191 1.3789
C 0.9259 -1.2067 1.9364
C 0.7642 -2.7257 1.5113
C 5.4937 1.1810 3.0540
C -5.1900 1.5669 -3.4462
H 2.7308 0.9228 -1.8603
H -3.2601 -0.1566 -1.5167
H -6.5465 -4.1207 -5.9774
N 4.1192 -2.3358 1.0522
H 4.6719 0.5768 0.4565
H -9.2789 -3.2610 -3.8043
C -0.6649 0.9494 2.0492
H -4.6092 1.9244 -4.2992
H -2.2634 1.1640 -2.1319
H -1.3599 0.1718 3.8322
N -7.6097 -2.6802 -4.9070
C 1.3650 -3.7167 2.4883
H -1.2553 2.6395 1.0682
C -3.1802 0.5973 -2.3024
C -8.7216 -2.3550 -4.0280
H -9.3813 -1.6309 -4.5062
H -0.3018 -2.9554 1.4863
H 3.6353 3.7823 1.9979
H 4.8912 0.3925 2.5880
C 3.1035 0.3184 -1.0283
C 6.9516 0.7006 3.1010
H -3.1317 0.1058 -3.2711
H 8.4060 -0.1785 1.7641
H 0.9182 1.4483 3.2907
H -5.4565 2.8222 -1.2149
N -1.2380 1.6422 0.9024
C 5.3171 2.4750 2.2434
N 1.3044 -0.8221 4.4812
H 4.8907 1.4469 -1.0182
H -1.6989 1.7771 3.5992
H -8.3541 -1.9165 -3.1001
H 6.8538 0.0893 0.9928
C -7.4163 -4.0537 -5.3273
C 3.5743 2.4777 0.3224
H -5.6096 0.5927 -3.6873
H 7.6025 1.5786 3.0644
C 3.8648 2.7302 1.8108
H 5.6800 3.2935 2.8685
C 4.1330 1.1706 -0.2807
*
```

Mulliken atomic charge list, values in e, 8 entries: H 0.9195; H 0.3434; N -0.3985; H 0.2943; H 0.3518; H 0.3437; C -0.7594; C 0.0857

[2]
Below is a cluster of 2 separate species, C24H35NO4 in total in a non-equilibrium geometry, with properties calculated with wB97M-V/def2-TZVPD.

LUMO energy: -1.436 eV
ΔE to the lowest compared entry with this formula, charge and spin: 59.8 kcal per mole
E: -1291.15889 a.u.
Largest force on an atom: 1.65 eV/Å

ORCA input file:
```
! RIJCOSX wB97M-V def2-TZVPD def2/J DEFGRID3
* xyz 0 1
H -0.6242 -2.6936 -0.0651
H 2.6015 -4.2382 2.2069
C 1.3384 2.3085 2.4313
H -1.2299 2.2519 -4.7443
H 1.1716 0.5991 -3.2383
H 0.8713 -2.2597 1.8292
C 1.1879 0.2024 1.5408
C -2.2739 0.8281 3.4385
H 0.0571 -4.6613 1.2743
C -1.7100 -0.0142 -0.1916
H -2.2601 1.7143 4.0752
C 0.4082 -3.0642 -0.1160
H -2.3672 2.0097 -0.3293
H -2.2614 3.9633 -1.6880
H -1.5922 0.4077 -2.8810
H -2.7272 3.2239 -4.8375
H 2.2625 2.0334 2.9598
H 2.3292 -4.9744 -0.7480
C -2.9907 3.4647 -2.3440
H 0.8466 3.0226 -2.7217
H 2.1840 2.7993 -3.8557
C -1.9939 -0.1610 1.2152
H -1.4512 -0.9165 -0.7523
H 3.9117 -4.4227 1.0352
C 1.2543 -2.1833 0.8022
O 1.4999 0.9509 -1.2151
C 1.8508 2.6033 -2.8360
H 2.5216 3.1325 -2.1541
H -2.6338 -2.5681 3.5756
C 1.3717 3.7389 1.9835
H 3.2978 -2.0067 1.4759
C -2.0131 1.1441 -0.8916
C -2.2486 -1.4341 1.7940
H 2.0191 -6.0433 0.6195
H -3.8670 3.1948 -1.7398
H 0.4671 2.1126 3.0700
O 1.2506 1.5105 1.2356
H -2.6118 -0.5521 5.0682
H -0.0865 -5.1338 -0.4283
C -2.4736 -1.5702 3.1619
H -2.2886 -2.3060 1.1316
C 2.8645 -4.1211 1.1473
H 2.2141 3.9212 1.3092
H -1.9082 1.9644 1.6421
C 1.9588 -5.0022 0.2856
H 0.4472 4.0311 1.4729
C -2.0593 0.9709 2.0705
H 0.7784 -2.9020 -1.1379
H -3.2979 4.1659 -3.1265
C 2.7311 -2.6437 0.7826
H -2.7999 1.4353 -4.8808
H 2.8882 0.7172 -2.7234
C -2.4734 -0.4418 3.9924
O 1.1490 -0.1655 2.7187
H 1.4904 4.3794 2.8600
C 1.8784 1.1288 -2.5858
C -1.9802 1.2468 -2.2922
N -2.4210 2.2906 -2.9898
C 1.1106 -0.7340 0.4398
O 1.6626 -1.2006 -1.8070
H 3.1071 -2.4595 -0.2346
C 1.4482 -0.3641 -0.9225
C 0.5018 -4.5344 0.2762
C -2.2887 2.3042 -4.4430
*
```

Mulliken atomic charge list, values in e, 8 entries: H -0.3427; H 0.3474; C -0.1260; H 0.3204; H 0.2618; H 0.8274; C 0.0906; C -0.5538

[3]
Below is a structure of composition C39H35IN4O4ReS in a non-equilibrium geometry, with properties calculated with wB97M-V/def2-TZVPD.

LUMO energy (spin up / spin down): -1.129 / -0.942 eV
ΔE to the lowest compared entry with this formula, charge and spin: 65.3 kcal per mole
E: -2801.22119 a.u.
Largest force on an atom: 2.22 eV/Å

ORCA input file:
```
! RIJCOSX wB97M-V def2-TZVPD def2/J DEFGRID3
* xyz 0 2
N -1.8498 1.2397 0.6613
C -3.9444 2.4222 0.6627
C -3.2923 1.2306 2.6330
H 2.5640 -3.4038 -4.1608
Re 0.1587 0.8448 0.0530
H 2.2043 -4.5928 -1.6335
H 0.6138 6.0850 -2.3355
C 0.8057 5.0860 -0.0305
C 3.2536 -2.7283 -1.6861
C -2.1285 0.8246 1.9337
H -2.2199 -2.4616 1.8245
H -5.0140 -2.8462 -1.4345
C -3.4881 0.7862 3.9520
C -3.9872 -2.5137 -1.4305
H 5.3350 -3.2527 -1.6561
C 1.1377 3.9986 -2.3117
H -2.8499 -5.4559 4.8113
H 2.7196 3.3922 0.6715
N -0.2285 -0.5441 1.7408
H 2.9378 2.5278 -0.8584
C 4.2198 -0.4632 -0.4703
H -0.4818 -5.3000 5.4699
C -1.3418 -1.6434 -1.4030
C -1.7096 -2.8205 -0.7469
H 1.0028 -3.6514 4.3424
H 0.7758 4.8544 1.0316
O 2.0298 -3.8456 -3.4907
C 1.3851 2.8874 -3.1113
H 3.3231 4.2488 -0.7586
H 4.1044 1.1547 0.9045
C -2.6847 -3.9771 3.2712
H -0.9429 -3.3541 -0.2036
C -3.6377 -1.3503 -2.0970
H 4.9561 1.5246 -0.5999
H 3.7084 -4.6222 -2.5701
C -4.1977 2.0817 1.9665
C -0.8654 -4.6745 4.6787
C -0.0286 -3.7701 4.0462
N 5.0445 -1.4095 -0.8231
C 4.5855 -2.5115 -1.4148
C 2.3180 -1.7333 -1.3232
C 4.7944 0.7612 0.1623
H -0.6278 -0.9745 4.4008
H 1.5751 1.9337 -2.6362
H -3.7193 -4.0496 2.9673
N -0.0435 -1.1693 -1.3304
C 1.0776 4.2052 -5.0886
C 0.1976 2.7426 -0.4991
H 1.5311 5.8812 -0.1884
C -2.7778 1.9757 0.0447
S 0.6297 -1.8485 2.2140
H -5.0664 2.4450 2.4929
C -3.0179 -3.2583 -0.7777
C 0.8035 5.3076 -4.3033
C -1.8454 -3.0824 2.6264
H -4.3941 1.0712 4.4630
H -4.3829 -0.7735 -2.6223
H 1.5477 2.1172 -5.0951
O 2.0369 0.3968 -0.2733
C -2.3213 -0.9389 -2.0980
H -4.6164 3.0540 0.1050
C -1.1934 -0.0645 2.5539
C -2.1948 -4.7675 4.2986
C -1.3829 -0.3949 3.8950
C 1.3545 2.9876 -4.4883
H 0.6819 -2.9895 -1.8642
H -3.2828 -4.1900 -0.3000
H -2.6753 -0.2990 5.5897
H 0.5652 6.2573 -4.7601
H -0.1827 5.4273 -0.3290
O 1.6632 -1.5044 3.1522
C 0.8324 5.2068 -2.9222
O 1.0575 -2.5311 1.0140
H -0.7743 3.2563 -0.5785
C 1.2113 3.8197 -0.7995
C 2.8214 -4.0202 -2.3341
C 2.6480 3.4694 -0.4107
H -2.5914 2.2456 -0.9829
C 0.9297 -1.9926 -1.5079
I -1.7182 0.7162 -3.2620
C 2.7960 -0.5516 -0.6770
C -2.5307 0.0155 4.5667
H 5.7545 0.5256 0.6114
H 1.0653 4.2955 -6.1633
C -0.5260 -2.9776 3.0295
*
```

Mulliken atomic charge list, values in e, 8 entries: N 0.3399; C -1.2066; C 0.6857; H 0.3447; Re 1.0330; H 0.3293; H 0.4325; C -2.4448

[4]
Below is a structure of composition C22H24BIrN7 in a non-equilibrium geometry, with properties calculated with wB97M-V/def2-TZVPD.

LUMO energy (spin up / spin down): -5.545 / -9.825 eV
ΔE to the lowest compared entry with this formula, charge and spin: 31.1 kcal per mole
E: -1364.40762 a.u.
Largest force on an atom: 5.38 eV/Å

ORCA input file:
```
! RIJCOSX wB97M-V def2-TZVPD def2/J DEFGRID3
* xyz 2 6
H 5.6017 1.7077 1.4597
C 3.8227 -0.7468 -1.5556
H 4.8617 -0.6540 -1.3446
C 2.8339 -1.8927 2.7383
B 3.3353 -0.1875 0.9030
C 4.6165 2.1489 1.5054
N 2.3937 2.1951 1.6668
C 2.8264 3.4629 1.7211
H -1.1157 -3.4051 -3.7223
H -1.0882 3.3224 -0.8198
C -1.5379 -2.4666 -3.3861
H 2.1394 4.3141 1.7424
H -4.9575 0.1722 3.8103
N -1.7707 -0.8067 -0.2355
C -4.7991 -0.7796 1.8781
N 3.4653 1.3838 1.3677
N 2.9231 -0.5553 -0.5582
C -2.9645 -0.5059 -3.6924
C -2.6910 -0.4377 0.7332
H -3.5233 0.1432 -4.3630
H 1.7341 -3.0981 4.2213
C -3.0695 0.6109 2.8647
H 3.5388 -0.9089 -3.7505
C -4.0199 -0.9293 0.7321
N 1.6526 -0.9381 -1.0687
Ir 0.0027 -1.6974 -0.3705
H -0.4153 -2.3950 2.6047
H -4.3553 -1.4590 -0.1617
H 0.8738 -0.7933 -3.0581
C -2.1304 -1.0607 -1.5314
H -0.7754 4.8558 -1.6416
H 4.8516 4.3435 1.8431
H 4.4894 -0.5403 1.0350
C -1.5424 4.1024 -1.4410
C -2.3052 -1.6371 -4.2027
H -2.3492 4.5456 -0.9428
N 1.1233 -1.6444 1.3146
H -1.0242 -2.9188 -1.2732
C 1.7651 -0.8419 -2.4354
H 3.8861 -1.8504 3.0169
H -2.7348 1.2996 3.6302
N 2.4203 -1.1845 1.6601
H -2.4695 -1.9103 -5.2450
C 0.6555 -2.2512 2.4571
C -1.4040 -2.1506 -2.0145
H -1.2528 0.8196 1.6532
C 4.2457 3.4717 1.7180
C 1.7459 -2.5384 3.2896
C 3.1221 -0.8928 -2.7722
C -2.2509 0.3899 1.7702
C -4.3179 -0.0171 2.9494
H -3.4677 0.6069 -1.8784
H -1.8513 3.6571 -2.3943
C -2.9438 -0.2400 -2.3282
H -5.7992 -1.2180 1.9013
*
```

Mulliken atomic charge list, values in e, 8 entries: H 0.4684; C -0.1006; H 0.4697; C -0.0577; B 0.2166; C -0.0570; N -0.4298; C -0.1976

[5]
Below is a cluster of 2 separate species, C3HNO3 in total in a non-equilibrium geometry, with properties calculated with wB97M-V/def2-TZVPD.

LUMO energy (spin up / spin down): -2.039 / -0.791 eV
ΔE to the lowest compared entry with this formula, charge and spin: 90.8 kcal per mole
E: -395.23282 a.u.
Largest force on an atom: 3.48 eV/Å

ORCA input file:
```
! RIJCOSX wB97M-V def2-TZVPD def2/J DEFGRID3
* xyz 0 1
C -0.3466 0.3246 1.9366
N -0.3625 -0.3214 -0.3242
O -0.5432 1.3924 2.2796
H 0.1755 -0.5096 2.3572
O 1.9722 -0.2171 -0.9644
O -1.1451 -0.2567 -2.6320
C -0.5294 -0.2055 -1.6633
C 0.7790 -0.2067 -0.9896
*
```

Electronic structure analysis, Mulliken charges in units of e: C 0.2638; N -0.3766; O -0.1979; H 0.3058; O -0.5090; O -0.3931; C 0.4746; C 0.4325